DFT (ωB97M-V with the def2-TZVPD basis set) results for a molecular structure, C50H50AsClIrN3O3SeTe.

Geometry as ORCA input:
```
! wB97M-V def2-TZVPD RIJCOSX def2/J DEFGRID3
* xyz 2 5
Ir -0.8252 0.6092 0.4371
C 3.8882 -0.6057 2.9051
N 4.7806 -0.4441 1.7500
C 6.1197 -0.7848 1.7023
C 6.5619 -0.4751 0.4664
N 5.4808 0.0368 -0.2346
C 5.5268 0.4724 -1.6336
C 4.4059 0.0375 0.5620
Se 2.6645 0.6148 0.1546
H 4.4932 -0.7576 3.7923
H 3.2332 -1.4620 2.7639
H 3.2887 0.2946 3.0314
H 6.6410 -1.2053 2.5473
H 7.5388 -0.5723 0.0208
H 6.3417 1.1793 -1.7675
H 4.5902 0.9593 -1.8904
H 5.6781 -0.3853 -2.2850
Cl -9.1880 -0.8477 -0.3741
C -7.5116 -0.5393 -0.1135
C -6.5888 -1.5469 -0.3550
C -5.2417 -1.2866 -0.1781
C -4.8246 -0.0277 0.2454
C -5.7632 0.9670 0.5083
C -7.1109 0.7134 0.3306
C -3.3904 0.2653 0.3931
O -2.5085 -0.6406 0.1117
O -2.9719 1.3877 0.7776
H -6.9323 -2.5212 -0.6770
H -4.5046 -2.0569 -0.3676
H -5.4229 1.9343 0.8552
H -7.8519 1.4751 0.5348
C -4.1008 1.3132 4.7864
C -3.1303 2.3038 4.7957
C -1.8883 2.0734 4.2120
C -1.6288 0.8462 3.6210
C -2.6007 -0.1510 3.6102
C -3.8367 0.0834 4.1940
As 0.0609 0.4446 2.7401
C 0.7820 -0.6445 4.1764
C 0.4688 -1.9547 4.4882
C 0.8996 -2.4705 5.7049
C 1.6207 -1.6701 6.5820
C 1.9402 -0.3597 6.2493
C 1.5313 0.1675 5.0299
C 1.8073 1.5413 4.5395
C 2.6473 2.4698 5.1440
C 2.8569 3.7062 4.5469
C 2.2487 4.0257 3.3375
C 1.4129 3.1027 2.7231
C 1.1869 1.8816 3.3364
H -5.0662 1.4973 5.2419
H -3.3348 3.2598 5.2618
H -1.1334 2.8504 4.2211
H -2.4040 -1.1053 3.1333
H -4.5942 -0.6912 4.1840
H -0.1033 -2.5698 3.8071
H 0.6627 -3.4922 5.9718
H 1.9331 -2.0690 7.5392
H 2.4977 0.2514 6.9490
H 3.1450 2.2333 6.0766
H 3.5051 4.4284 5.0283
H 2.4237 4.9920 2.8815
H 0.9352 3.3326 1.7785
C -1.5494 4.1807 0.2363
C -0.4916 3.4841 -0.5448
O 0.3186 4.2288 -1.2897
N -0.2422 2.2180 -0.6264
Te 1.4583 2.6837 -2.0428
C 2.7684 4.2165 -2.7571
C 2.6916 4.7771 -4.0464
C 1.4962 4.6478 -4.9612
C 3.7607 5.5506 -4.4778
C 4.8698 5.8036 -3.6790
C 6.0308 6.6076 -4.1993
C 4.8705 5.3060 -2.3836
C 3.8374 4.5151 -1.8954
C 3.9205 4.1035 -0.4376
C 0.4649 1.8925 -3.7201
C -0.8855 2.0858 -4.0297
C -1.8016 3.0889 -3.3726
C -1.4121 1.3177 -5.0627
C -0.6605 0.3941 -5.7758
C -1.2716 -0.4278 -6.8777
C 0.6860 0.2565 -5.4544
C 1.2709 0.9872 -4.4351
C 2.7467 0.7747 -4.1615
H -2.3216 4.5206 -0.4586
H -1.1264 5.0639 0.7149
H -2.0016 3.5122 0.9620
H 0.5651 4.6352 -4.3990
H 1.5389 3.7454 -5.5726
H 1.4587 5.4996 -5.6375
H 3.7122 5.9902 -5.4689
H 5.7197 7.2932 -4.9865
H 6.7855 5.9413 -4.6236
H 6.5055 7.1817 -3.4047
H 5.6880 5.5645 -1.7162
H 4.7427 3.4053 -0.2556
H 3.0111 3.6560 -0.0427
H 4.1104 4.9871 0.1722
H -1.2768 3.9847 -3.0511
H -2.3125 2.6483 -2.5128
H -2.5680 3.3995 -4.0805
H -2.4538 1.4669 -5.3272
H -2.2682 -0.0738 -7.1342
H -1.3522 -1.4724 -6.5712
H -0.6522 -0.3974 -7.7740
H 1.2998 -0.4362 -6.0227
H 3.2546 0.4619 -5.0720
H 2.9021 -0.0084 -3.4120
H 3.2575 1.6855 -3.8321
*
```

Values from the calculation:
Energy, eV: -212097.9980
Strongest force on any atom, eV/A: 1.2
ΔE to the lowest compared entry with this formula, charge and spin, kJ/mol: 186.0


DFT (ωB97M-V with the def2-TZVPD basis set) results for a molecular structure, C50H50BrClCsN7O4S2Se2.

Geometry as ORCA input:
```
! wB97M-V def2-TZVPD RIJCOSX def2/J DEFGRID3
* xyz -2 1
Cs -0.8370 -0.0580 1.7121
O -2.5205 2.7867 -3.9262
C -3.0917 3.3023 -2.8237
C -4.0365 4.3157 -2.9877
C -4.6486 4.8942 -1.8903
C -4.3407 4.4650 -0.6034
C -3.4060 3.4578 -0.4378
C -2.7640 2.8681 -1.5242
C -1.7592 1.7899 -1.2404
O -1.4785 1.4880 -0.0615
N -1.2612 1.2115 -2.3431
N -0.3923 0.1932 -2.0692
C -0.1286 -0.5945 -3.0142
S 1.0039 -1.9319 -2.8531
C 0.1422 -2.9316 -4.0914
C -0.1536 -2.0204 -5.2679
S -0.8921 -0.4828 -4.6380
H -1.9308 2.0408 -3.5936
H -4.2799 4.6360 -3.9938
H -5.3671 5.6928 -2.0370
H -4.8212 4.9085 0.2587
H -3.1444 3.1048 0.5511
H -0.7741 -3.3257 -3.6512
H 0.7994 -3.7583 -4.3632
H -0.8715 -2.4704 -5.9544
H 0.7643 -1.7803 -5.8061
O 3.1878 -2.3757 3.1193
O 2.8631 -3.5207 3.2646
Cl -1.1335 -5.7371 -1.7285
C -0.1799 -4.6223 -0.8007
C 1.1629 -4.8760 -0.5886
C 1.8974 -3.9372 0.1156
C 1.2459 -2.8101 0.5945
N -0.0462 -2.5849 0.4070
C -0.7563 -3.4638 -0.2954
H 1.6152 -5.7831 -0.9685
H 2.9539 -4.0799 0.3070
H 1.7883 -2.0698 1.1732
H -1.8071 -3.2402 -0.4592
Br -1.0036 -2.8397 5.3156
C -0.0550 -1.2357 5.6917
C 0.3599 -0.9871 6.9908
C 1.0609 0.1863 7.2174
C 1.3202 1.0364 6.1569
C 0.8553 0.6804 4.9046
N 0.1670 -0.4376 4.6713
H 0.1302 -1.6846 7.7823
H 1.3876 0.4365 8.2185
H 1.8392 1.9728 6.2981
H 1.0362 1.3149 4.0437
Se -1.8726 2.6093 6.6197
C -1.8870 4.3146 6.0204
N -1.8933 5.4182 5.6508
C 6.8400 1.9406 -1.3619
C 7.1141 0.6853 -0.5327
C 6.5144 -0.5958 -1.1232
C 5.0170 -0.7852 -0.8840
N 4.1692 0.1450 -1.6035
C 3.3771 1.1046 -1.0310
Se 3.4769 1.6592 0.7027
N 2.5877 1.6085 -2.0143
C 1.5519 2.6235 -1.8305
C 2.1000 4.0251 -1.5527
C 3.1521 4.5118 -2.5496
C 2.5961 4.7607 -3.9514
C 2.8733 0.9714 -3.2159
C 2.3282 1.0895 -4.4830
C 2.8701 0.3007 -5.4878
C 3.9155 -0.5872 -5.2339
C 4.4387 -0.7289 -3.9572
C 3.8926 0.0584 -2.9578
H 7.3935 2.7923 -0.9624
H 5.7834 2.2051 -1.3437
H 7.1423 1.7913 -2.4024
H 6.7264 0.8276 0.4791
H 8.1968 0.5500 -0.4564
H 7.0051 -1.4600 -0.6656
H 6.7288 -0.6303 -2.1959
H 4.7912 -0.6683 0.1751
H 4.7195 -1.7939 -1.1883
H 0.9129 2.3053 -1.0059
H 0.9437 2.6173 -2.7328
H 2.5260 4.0344 -0.5516
H 1.2476 4.7106 -1.5524
H 3.9702 3.7859 -2.5972
H 3.5810 5.4405 -2.1646
H 2.2470 3.8350 -4.4097
H 3.3570 5.1864 -4.6092
H 1.7539 5.4555 -3.9091
H 1.4858 1.7362 -4.6860
H 2.4605 0.3716 -6.4874
H 4.3121 -1.1916 -6.0400
H 5.2197 -1.4479 -3.7478
C -7.2621 -1.6858 6.2004
C -7.3202 -1.8612 4.8214
C -6.1850 -1.6934 4.0436
C -4.9664 -1.3387 4.6265
C -4.9213 -1.1548 6.0098
C -6.0555 -1.3334 6.7903
C -3.7322 -1.1784 3.8144
C -3.5568 -1.6447 2.5951
C -3.8622 -2.3845 1.4898
C -4.3019 -1.7898 0.2536
C -4.5581 -2.5669 -0.8559
C -4.4047 -3.9596 -0.8377
C -3.9600 -4.5572 0.3478
C -3.6753 -3.8157 1.4737
H -8.1512 -1.8167 6.8072
H -8.2605 -2.1264 4.3498
H -6.2230 -1.8326 2.9692
H -3.9835 -0.8615 6.4695
H -6.0002 -1.1885 7.8638
H -2.9257 -0.6539 4.3413
H -4.4200 -0.7134 0.2063
H -4.8831 -2.0809 -1.7710
H -4.6206 -4.5584 -1.7145
H -3.8244 -5.6351 0.3786
H -3.3120 -4.2938 2.3761
*
```

Values from the calculation:
Energy, eV: -306756.3993
Strongest force on any atom, eV/A: 2.3
ΔE to the lowest compared entry with this formula, charge and spin, kJ/mol: 303.3